1.
{"formula": "C2H3InO2", "method": "ωB97M-V/def2-TZVPD", "multiplicity": 2, "s2": 0.751, "e_above_lowest_kcal_mol": 24.61, "total_charge": 3, "orbital_gap_ev": [8.16, 8.82], "total_energy_ev": -11345.08289, "species": ["O", "C", "In", "O", "C", "H", "H", "H"], "coordinates": [[1.351, -1.848, 0.612], [0.753, -1.033, 1.186], [-1.393, 0.883, 1.701], [0.122, 0.044, 0.859], [-0.260, 0.445, -0.811], [-0.743, -0.496, -1.103], [-0.202, 1.537, -0.743], [0.372, 0.467, -1.701]]}

***

2.
{"formula": "C2H3LiO2Pb", "method": "ωB97M-V/def2-TZVPD", "multiplicity": 2, "s2": 0.753, "e_above_lowest_kcal_mol": 0.00, "total_charge": 1, "orbital_gap_ev": [5.90, 7.54], "total_energy_ev": -11662.46217, "species": ["H", "O", "C", "C", "O", "Li", "Pb", "H", "H"], "coordinates": [[-1.047, -3.685, 1.142], [-0.279, -3.474, 1.845], [0.898, -4.054, 1.567], [2.042, -3.682, 2.187], [3.215, -4.311, 1.964], [2.606, -5.947, 1.415], [5.143, -3.710, 2.423], [0.913, -4.817, 0.776], [2.030, -2.874, 2.929]]}

***

3.
{"formula": "C2H3LiOPd", "method": "ωB97M-V/def2-TZVPD", "multiplicity": 4, "s2": 3.768, "e_above_lowest_kcal_mol": 47.47, "total_charge": 1, "orbital_gap_ev": [7.10, 8.91], "total_energy_ev": -7838.59650, "species": ["O", "C", "Pd", "Li", "H", "C", "H", "H"], "coordinates": [[-1.131, -1.420, 0.215], [-0.620, -0.709, -0.725], [-0.474, -0.430, 1.360], [-0.590, 1.017, -1.037], [-0.388, -1.313, -1.637], [0.769, 0.660, 0.707], [0.783, 1.711, 1.044], [1.652, 0.484, 0.074]]}

***

4.
{"formula": "C2H3MnO2", "method": "ωB97M-V/def2-TZVPD", "multiplicity": 7, "s2": 12.018, "e_above_lowest_kcal_mol": 94.82, "total_charge": 2, "orbital_gap_ev": [6.99, 7.85], "total_energy_ev": -37510.54345, "species": ["H", "C", "O", "O", "C", "H", "H", "Mn"], "coordinates": [[0.269, -2.301, -1.008], [-0.812, -0.437, 0.598], [-1.075, 0.655, 0.155], [0.486, -0.754, 0.523], [0.616, -2.084, 0.003], [1.694, -2.211, -0.106], [-0.889, -1.898, 0.179], [1.028, 1.393, -0.592]]}

***

5.
{"formula": "C2H3N", "method": "ωB97M-V/def2-TZVPD", "e_above_lowest_kcal_mol": 4.94, "total_charge": 0, "smiles": "CC#N", "orbital_gap_ev": 12.45, "total_energy_ev": -3612.14360, "species": ["C", "C", "N", "H", "H", "H"], "coordinates": [[0.091, 0.102, 0.435], [-0.293, -0.136, -0.931], [-0.455, -0.565, -1.998], [-0.699, 0.122, 1.225], [0.843, -0.668, 0.751], [0.514, 1.144, 0.518]]}

***

6.
{"formula": "C2H3N", "method": "ωB97M-V/def2-TZVPD", "e_above_lowest_kcal_mol": 5.34, "total_charge": 0, "smiles": "CC#N", "orbital_gap_ev": 12.67, "total_energy_ev": -3612.12614, "species": ["C", "C", "N", "H", "H", "H"], "coordinates": [[0.419, -0.002, -0.206], [-0.871, -0.089, 0.521], [-1.854, -0.142, 1.078], [0.760, -0.962, -0.593], [1.141, 0.616, 0.328], [0.404, 0.580, -1.128]]}

***

7.
{"formula": "C2H3N2O2", "method": "ωB97M-V/def2-TZVPD", "e_above_lowest_kcal_mol": 104.83, "total_charge": -1, "orbital_gap_ev": 7.49, "total_energy_ev": -9193.15816, "species": ["C", "C", "N", "N", "O", "O", "H", "H", "H"], "coordinates": [[1.363, 0.635, -0.347], [-1.094, -0.141, 0.360], [-2.230, -0.074, 0.307], [1.663, -0.367, 0.466], [1.294, -1.544, 0.076], [-3.404, 0.256, 0.337], [1.915, 1.580, 0.048], [0.920, 0.607, -1.290], [-0.427, -0.952, 0.044]]}

***

8.
{"formula": "C2H3N2O2", "method": "ωB97M-V/def2-TZVPD", "e_above_lowest_kcal_mol": 51.57, "total_charge": -1, "orbital_gap_ev": 7.47, "total_energy_ev": -9195.46774, "species": ["C", "C", "N", "N", "O", "O", "H", "H", "H"], "coordinates": [[-2.314, -0.237, -0.095], [0.805, -0.480, -0.883], [-2.844, -1.021, 0.564], [-1.444, 0.383, -0.807], [-0.890, 1.661, -0.175], [1.470, -0.290, 0.139], [0.574, 0.327, -1.586], [0.027, 1.408, -0.065], [0.413, -1.421, -1.217]]}

***

9.
{"formula": "C2H3N2O2", "method": "ωB97M-V/def2-TZVPD", "e_above_lowest_kcal_mol": 45.15, "total_charge": -1, "orbital_gap_ev": 8.75, "total_energy_ev": -9195.74607, "species": ["C", "C", "N", "N", "O", "O", "H", "H", "H"], "coordinates": [[1.680, 0.151, 0.058], [-1.901, 0.268, -0.660], [2.902, -0.165, 0.285], [-2.935, 0.033, -0.188], [0.586, -0.593, 0.026], [-4.064, 0.091, 0.179], [1.662, 1.238, -0.177], [-0.735, 0.033, -0.364], [2.806, -1.054, 0.843]]}

***

10.
{"formula": "C2H3N2O2", "method": "ωB97M-V/def2-TZVPD", "e_above_lowest_kcal_mol": 39.79, "total_charge": -1, "orbital_gap_ev": 5.30, "total_energy_ev": -9195.97835, "species": ["C", "C", "N", "N", "O", "O", "H", "H", "H"], "coordinates": [[-1.538, -2.065, 1.032], [-0.182, 0.075, 0.268], [1.031, -0.169, 2.379], [0.182, -0.499, 1.593], [-1.136, -3.174, 1.004], [-2.502, -1.380, 1.127], [-0.167, -0.783, -0.285], [0.388, 1.003, -0.018], [-1.254, 0.367, 0.126]]}